Computed, not measured: a molecular structure, C3H4O4Sm, with ωB97M-V/def2-TZVPD.

Geometry as XYZ:
```
12
Properties=species:S:1:pos:R:3:lowdin_spin:R:1
Sm -1.99237 2.29080 2.45760 6.06
O -1.68950 0.55165 0.77905 -0.03
O 0.09778 1.66800 1.50686 -0.03
O 0.03512 0.96465 -0.66860 0.00
O 0.31410 -0.62470 0.94951 0.00
C 0.89532 -1.11599 -0.24142 0.00
C 0.15255 -0.29289 -1.30743 0.00
C -0.33629 0.70274 0.67760 0.00
H -0.86468 -0.82452 -1.33341 0.00
H 0.67028 -2.18847 -0.34237 0.00
H 0.73216 -0.16837 -2.22974 0.00
H 1.98553 -0.96290 -0.24764 0.00
```

For the relative energy (zero: lowest compared OMol25 entry of this formula, charge and spin), the calculation gives 0.00 kJ/mol. As for the spin multiplicity: 7. The HOMO energy (spin up / spin down) comes out at -7.6 / -7.6 eV. The LUMO energy (spin up / spin down) is -0.06034 / -0.05969 Ha. The energy comes out at -29267.87845 eV. For the frontier orbital gap (spin up / spin down), the calculation gives 5.93 / 6.02 eV.


Computed, not measured: 8 unconnected molecules or ions with the total composition C34H69NO23P, with ωB97M-V/def2-TZVPD.

Geometry as XYZ:
```
128
Properties=species:S:1:pos:R:3:lowdin_charge:R:1
P 2.19548 -3.37574 -7.99976 0.91
O 6.55944 -8.86443 -0.52259 -0.01
O 3.62701 -0.16409 1.42059 -0.01
O -2.82651 6.11461 4.79831 0.11
O 2.02419 -5.46668 2.59875 0.10
O 1.50698 4.25610 2.57436 -0.01
O -3.41751 5.61896 6.96243 -0.01
O -1.56722 4.75354 6.15491 -0.02
O 2.54767 8.36202 7.96437 0.11
O 5.67070 -6.89720 -0.11664 -0.01
O -4.98184 -0.63655 -2.44367 -0.07
O -3.60069 -0.78913 -0.35468 -0.09
O 2.09110 0.05563 -0.27393 0.09
O 1.54903 -0.76476 1.80249 -0.05
O -0.24781 5.06183 1.52739 -0.01
O -0.09081 2.78825 1.81878 0.10
O 5.63269 -8.48344 1.54493 0.11
O -8.48578 1.08137 -2.91910 0.00
O 2.29257 6.25526 7.08409 -0.01
O -7.73622 2.60248 -1.36892 0.10
O 4.02528 7.45167 6.45884 -0.01
O 1.75944 -4.00314 4.34985 0.01
O -9.42964 3.06359 -2.85152 -0.01
O 2.19047 -6.10976 4.79819 0.00
N 1.18364 0.18618 -5.86071 -0.02
C 1.20456 -0.56750 -7.19822 -0.13
C -9.53362 4.36696 -2.28177 -0.05
C 2.45079 -7.44131 4.35845 -0.04
C 0.79297 -0.73688 -4.69627 -0.21
C -0.22887 -3.85118 -9.70188 -0.20
C 0.34506 3.92015 1.95921 -0.58
C 5.00045 -5.99935 0.76588 -0.05
C -7.52541 0.14957 -2.42555 -0.07
C 1.53376 -2.95921 3.40461 -0.06
C 2.81444 -2.44087 -9.59291 -0.30
C -0.74400 -0.24879 -4.40016 -0.15
C 6.89138 -10.18486 -0.09779 -0.05
C -1.48976 4.86025 0.85574 -0.04
C 0.55813 -4.30566 -8.33761 -0.45
C 0.20323 -0.92104 1.35684 -0.05
C -8.47530 2.28178 -2.28642 -0.56
C -4.57783 6.43241 6.80061 -0.05
C -3.81943 -0.42745 -1.76484 -0.21
C 2.39178 -0.25902 0.86690 -0.56
C 1.03355 -2.24612 -5.37557 -0.11
C -0.64113 4.59111 5.08247 -0.05
C 1.91822 -1.97619 -6.72899 -0.46
C 4.78792 8.65509 6.52457 -0.05
C -4.70516 -1.48642 1.92266 -0.10
C -2.61725 0.30087 -2.62219 -0.09
C 2.91753 7.44925 7.24259 -0.56
C 5.92456 -8.11883 0.41676 -0.56
C -1.30732 -0.70273 -2.89337 -0.16
C -4.78377 -1.41734 0.25333 -0.22
C -2.62431 5.55290 5.86343 -0.55
C 1.10140 6.10954 7.85486 -0.05
C 2.24376 3.14601 3.08336 -0.03
C 4.62437 0.35694 0.54425 -0.05
C 1.99441 -5.21848 3.79391 -0.55
H 3.00740 -1.60524 -6.43350 0.13
H 4.19351 9.50799 6.18135 0.10
H 5.15725 8.82305 7.54133 0.10
H 7.57759 -10.15502 0.75472 0.10
H -1.52954 -0.55012 -5.21380 0.14
H -0.72708 0.94382 -4.35904 0.13
H -0.20216 5.55403 4.80227 0.11
H 5.64901 8.54621 5.85951 0.09
H -5.62098 -2.12589 2.34259 0.10
H 4.02032 -6.39625 1.04940 0.08
H 1.86541 -2.66861 -4.63237 0.14
H 0.84520 1.17309 -5.85145 0.18
H 2.53519 2.47135 2.27189 0.09
H 0.15327 -1.62325 0.51840 0.10
H -7.62272 -0.77384 -3.00302 0.10
H -0.19414 -4.30239 -7.41085 0.09
H 0.08524 -0.57905 -7.56303 0.16
H -0.76596 -2.80375 -9.54610 0.08
H 5.61108 -5.80212 1.65290 0.10
H 4.84875 -5.05490 0.23601 0.09
H 0.68570 5.11897 7.65056 0.08
H 5.57103 0.38870 1.09056 0.10
H -0.38136 -1.33186 2.18463 0.09
H 1.66283 2.61235 3.84250 0.10
H 1.32329 6.17570 8.92489 0.10
H -8.59794 4.92052 -2.41089 0.10
H -1.11813 -4.63058 -9.85241 0.09
H 1.61520 -0.46019 -3.88393 0.18
H -5.13783 6.41300 7.73964 0.10
H -3.03371 0.53903 -3.71534 0.13
H -4.85877 -0.38510 2.33620 0.09
H 5.98691 -10.74913 0.15116 0.10
H 2.73889 -1.26607 -9.47970 0.04
H -10.32651 4.90421 -2.80943 0.09
H 2.59161 -8.06798 5.24337 0.10
H -9.80541 4.30507 -1.22306 0.10
H -0.22644 0.04684 1.07906 0.09
H -6.50943 0.53448 -2.56038 0.07
H 1.96899 0.00588 -7.87351 0.13
H 7.39462 -10.69005 -0.92674 0.09
H 4.37154 1.37588 0.23400 0.10
H 0.35957 6.86063 7.56480 0.10
H 4.75119 -0.29414 -0.32671 0.10
H 0.10153 -2.94955 -5.45458 0.13
H 1.35701 -2.03350 3.95920 0.10
H 0.16230 3.93396 5.42638 0.09
H -4.29630 7.46902 6.58910 0.10
H -7.71689 -0.08100 -1.37265 0.09
H 3.98120 -2.67044 -9.67487 0.06
H -2.28853 1.35395 -2.18688 0.14
H -5.80290 -0.85055 0.02613 0.13
H -1.34765 4.25411 -0.04478 0.09
H 0.40969 -3.90168 -10.68163 0.07
H 0.84151 -5.45531 -8.48605 0.09
H -0.51520 -0.47636 -2.04183 0.12
H 2.29976 -2.82105 -10.57266 0.04
H 0.64711 -3.17207 2.79870 0.09
H 2.41366 -2.81696 2.76892 0.10
H -3.69981 -1.97607 2.29553 0.08
H 1.60083 -7.83340 3.79065 0.10
H 3.15284 3.53082 3.55372 0.10
H -4.89517 -2.54765 -0.09762 0.14
H -1.12634 4.12013 4.22147 0.09
H -1.87376 5.83875 0.55454 0.10
H -2.21997 4.39519 1.52577 0.10
H -5.22047 6.03503 6.00835 0.10
H 3.36733 -7.47833 3.76096 0.09
H -1.58984 -1.83755 -2.84470 0.13
H 2.21483 0.30511 -5.69127 0.17
```

The HOMO energy comes out at -11.2 eV. The LUMO energy is -0.11231 Ha. Its net charge is +1. The energy comes out at -94234.69932 eV. For the frontier orbital gap, the calculation gives 8.11 eV.


Computed, not measured: 3 unconnected molecules or ions with the total composition C2H8NO4, with ωB97M-V/def2-TZVPD.

Geometry as XYZ:
```
15
Properties=species:S:1:pos:R:3:lowdin_spin:R:1
O -0.90859 -3.13362 -0.48374 0.02
O -0.13689 -0.65978 0.58053 0.64
O 1.10741 2.52410 -2.13420 0.01
O 0.62047 -1.11144 2.91528 0.02
N 0.29420 1.28623 -0.33915 0.03
C 0.17267 2.05584 -1.50735 0.00
C -0.81391 0.34136 0.12178 0.13
H -1.01743 -2.13572 -0.46271 0.00
H -1.54140 0.95392 0.79125 0.06
H 1.22224 1.05479 -0.01684 0.00
H 0.69295 -2.05973 3.29003 0.00
H -1.52574 0.05429 -0.72548 0.08
H -0.97712 2.33181 -1.67050 0.00
H -0.81692 -3.39217 0.42101 0.00
H 0.29220 -1.14807 2.03779 0.00
```

For the relative energy (zero: lowest compared OMol25 entry of this formula, charge and spin), the calculation gives 168.97 kJ/mol. As for the spin multiplicity: 2. The HOMO energy (spin up / spin down) comes out at -10.6 / -10.5 eV. The LUMO energy (spin up / spin down) is 0.01256 / -0.13862 Ha. The energy comes out at -11880.39097 eV. For the frontier orbital gap (spin up / spin down), the calculation gives 10.92 / 6.75 eV.


Computed, not measured: a molecular structure, C33H33F5N6PPd, with ωB97M-V/def2-TZVPD.

Geometry as XYZ:
```
79
Properties=species:S:1:pos:R:3:lowdin_charge:R:1
Pd 0.64019 0.35456 0.52390 1.00
P 0.98896 2.47612 -0.69462 1.09
F 1.79937 -2.16776 -4.12019 0.17
F 2.50235 -4.45582 -2.82430 0.20
F 0.90264 -0.06032 -2.75296 0.06
F 1.41685 -2.44757 1.27221 0.05
F 2.28161 -4.57849 -0.11332 0.18
N -2.58105 -2.24803 0.30201 0.02
N -5.63108 -7.81076 2.67329 0.21
N -1.12795 -0.62096 0.12097 -0.07
N 1.02218 -0.07955 3.09230 -0.08
N 2.69689 0.62837 0.88268 -0.04
N -0.77158 1.64672 1.75194 -0.03
C 1.75910 -2.23552 -2.80414 -0.13
C 2.34111 2.47178 -1.83844 -0.34
C -4.20353 -5.57001 0.40571 0.02
C 1.45110 3.66681 0.59320 -0.18
C -1.15335 1.01128 3.04871 -0.18
C -1.28258 3.97596 -0.76013 -0.07
C 1.29040 -1.14259 -0.69509 -0.11
C 1.59113 -2.34128 -0.06834 -0.22
C 4.69343 2.79083 -2.29587 -0.02
C 2.44208 0.22697 3.28808 -0.18
C -2.30875 2.73285 -3.03524 -0.02
C -2.91030 -1.54304 -0.83002 0.02
C -2.47557 4.41421 -1.31020 -0.02
C 3.14002 2.50071 -4.11987 -0.01
C -5.12854 -6.86126 2.27014 -0.15
C 0.09821 0.76215 3.86125 -0.18
C 2.09651 2.39716 -3.22153 -0.06
C 1.33660 -1.13635 -2.07071 -0.21
C -3.24980 -3.42083 0.80481 -0.19
C -3.57252 -4.43793 -0.07931 0.01
C -2.98794 3.79410 -2.44194 0.00
C -1.11748 2.28247 -2.50101 -0.12
C 3.65746 2.70024 -1.38868 -0.09
C -3.54559 -3.50296 2.15598 0.00
C -4.49149 -5.67686 1.76532 -0.19
C 2.10897 -3.40642 -2.14646 -0.12
C 3.22404 -0.15313 2.05876 -0.15
C 2.00459 -3.46534 -0.76008 -0.13
C -4.16440 -4.64244 2.63961 0.01
C -1.99980 -0.54196 -0.94325 -0.07
C -0.59146 2.90741 -1.35860 -0.35
C -1.50339 -1.67440 0.84512 -0.12
C 4.43973 2.67746 -3.66001 0.01
H 1.09372 2.29834 -3.60166 0.09
H -3.32263 -4.36387 -1.12976 0.13
H 0.85053 -1.06484 3.26119 0.12
H 2.52878 1.30582 3.44508 0.12
H -2.70966 2.26363 -3.92385 0.13
H 5.25623 2.75745 -4.36566 0.14
H 2.93996 2.45556 -5.18149 0.13
H 2.87107 -0.25211 4.17216 0.15
H 3.89594 2.87437 -0.34763 0.10
H -0.99710 -2.07870 1.70527 0.14
H 0.59017 1.71864 4.05200 0.13
H -0.15171 0.33991 4.83704 0.14
H -2.99536 5.25148 -0.86461 0.13
H -1.67136 0.07988 2.82697 0.10
H -0.59574 1.46078 -2.97179 0.09
H -0.57478 2.62586 1.92914 0.07
H 0.69125 3.86268 1.33936 0.04
H -4.46467 -6.37835 -0.26287 0.14
H 4.28527 0.07936 2.16378 0.15
H 5.69870 2.97695 -1.94328 0.13
H 3.13928 0.27303 0.03468 0.10
H 3.04081 1.57762 0.97042 0.05
H -3.33422 -2.67745 2.82412 0.12
H 2.36696 3.38859 1.10491 0.05
H -4.41000 -4.73010 3.68864 0.14
H -0.88736 4.49922 0.09872 0.10
H -3.91818 4.14359 -2.87035 0.14
H -1.58728 1.65671 1.14147 0.09
H 1.65713 4.60367 0.06703 0.10
H -3.76375 -1.80196 -1.43254 0.15
H 3.13223 -1.20863 1.82721 0.11
H -1.85653 1.65131 3.58376 0.14
H -1.92507 0.21507 -1.69916 0.09
```

For the relative energy (zero: lowest compared OMol25 entry of this formula, charge and spin), the calculation gives 218.25 kJ/mol. The HOMO energy comes out at -16.0 eV. The LUMO energy is -0.42217 Ha. Its net charge is +3. The energy comes out at -70025.69645 eV. For the frontier orbital gap, the calculation gives 4.55 eV.


Computed, not measured: C4H6ClFOS in the gas phase, with ωB97M-V/def2-TZVPD.

Geometry as XYZ:
```
14
Properties=species:S:1:pos:R:3:nbo_charge:R:1
Cl 2.56753 -0.63974 -0.04884 -0.14
S -2.83359 0.53177 0.05595 -0.02
F 1.67733 1.78597 -0.38027 -0.33
O -0.84521 -1.20712 -0.44090 -0.49
C -2.07258 -0.68199 -0.56322 0.00
C 1.18923 0.53785 -0.28341 0.26
C 0.28553 0.50183 0.82421 -0.57
C -0.18248 -0.79810 0.82340 -0.09
H 1.03314 0.14610 -1.25962 0.21
H 0.59526 -1.58517 0.79952 0.24
H 0.46901 0.84435 1.78700 0.27
H -0.95540 -0.89721 1.68925 0.21
H -2.59598 -1.16914 -1.46602 0.19
H -0.50905 1.25408 0.52852 0.27
```

For the relative energy (zero: lowest compared OMol25 entry of this formula, charge and spin), the calculation gives 164.84 kJ/mol. The structure (SMILES) is F[C@@H](Cl)CCOC=S. The HOMO energy comes out at -9.1 eV. The LUMO energy is 0.01024 Ha. The energy comes out at -32365.60347 eV. For the frontier orbital gap, the calculation gives 9.42 eV.


Computed, not measured: C16H16N4O4 in the gas phase, with ωB97M-V/def2-TZVPD.

Geometry as XYZ:
```
40
Properties=species:S:1:pos:R:3:nbo_charge:R:1
O 5.97732 -0.00831 0.54706 -0.38
O -0.78789 1.35544 -1.89889 -0.49
O 2.29209 2.78007 -0.81212 -0.60
O -3.43181 -2.40396 0.36155 -0.53
N -2.69994 -1.38978 -2.81623 -0.30
N -1.35298 1.99591 0.23654 -0.50
N 1.71340 0.62665 -1.33654 -0.44
N 2.76467 -0.13910 -0.96133 -0.24
C -2.08598 1.83545 1.33213 0.28
C 5.04740 -1.89209 -0.20743 -0.25
C -1.51771 1.17945 -0.78321 0.57
C 6.31605 -2.19716 0.32117 -0.32
C -3.21282 -0.05982 0.38623 0.09
C -4.22882 -3.54364 0.16971 -0.25
C 6.83229 -1.01306 0.76350 0.10
C 1.51711 1.96860 -1.26404 0.63
C 4.88040 -0.53404 -0.04760 0.20
C 0.17527 2.39315 -1.87922 -0.17
C 3.80434 0.34547 -0.39742 0.02
C -2.58057 -0.72445 -1.88993 0.28
C -3.02654 0.81560 1.44333 -0.28
C -1.84871 2.80922 2.43810 -0.65
C -2.44397 0.11680 -0.76800 -0.27
C -4.17715 -1.21037 0.44890 -0.09
H -3.59975 0.70609 2.35039 0.22
H 0.34645 2.66543 -2.92481 0.22
H 0.98089 0.07108 -1.76630 0.41
H 4.33947 -2.56121 -0.64900 0.24
H -0.19453 3.26104 -1.32683 0.24
H -4.88524 -1.14477 -0.39452 0.19
H -4.93584 -3.68005 0.99765 0.16
H 7.76598 -0.77188 1.23262 0.20
H -1.71024 2.28716 3.38221 0.23
H -4.75396 -1.18239 1.38679 0.18
H 3.94946 1.39591 -0.15883 0.22
H -3.54644 -4.38948 0.12977 0.20
H -4.78844 -3.48030 -0.77111 0.17
H 6.78445 -3.15886 0.36784 0.23
H -0.96914 3.40608 2.21691 0.24
H -2.70860 3.47014 2.54098 0.23
```

For the relative energy (zero: lowest compared OMol25 entry of this formula, charge and spin), the calculation gives 338.89 kJ/mol. The structure (SMILES) is COCc1cc(C)nc(OCC(=O)N/N=C/c2ccco2)c1C#N. The HOMO energy comes out at -8.1 eV. The LUMO energy is 0.00310 Ha. The energy comes out at -30999.96374 eV. For the frontier orbital gap, the calculation gives 8.19 eV.